Below is a cluster of 12 separate species, C58H80N6O32P2 in total at a distorted geometry, with properties calculated with wB97M-V/def2-TZVPD.

Element x y z (Å)
C (12.735, -18.542, -6.200)
C (13.568, -17.679, -7.149)
O (13.913, -16.433, -6.576)
C (15.175, -16.199, -6.206)
O (16.112, -16.914, -6.434)
O (15.204, -15.031, -5.608)
C (16.447, -14.534, -5.120)
H (13.278, -18.979, -5.364)
H (12.398, -19.393, -6.799)
H (11.849, -17.980, -5.905)
H (12.971, -17.521, -8.044)
H (14.440, -18.266, -7.444)
H (16.352, -13.473, -4.915)
H (17.266, -14.694, -5.821)
H (16.760, -15.080, -4.231)
C (12.937, -12.471, -4.261)
C (13.363, -13.094, -2.944)
O (12.367, -12.654, -1.987)
C (12.229, -13.347, -0.872)
O (12.660, -14.446, -0.610)
O (11.542, -12.607, -0.001)
C (11.125, -13.262, 1.178)
H (11.912, -12.732, -4.518)
H (13.606, -12.743, -5.077)
H (13.050, -11.392, -4.154)
H (14.304, -12.635, -2.632)
H (13.575, -14.157, -2.928)
H (10.619, -14.214, 0.994)
H (10.522, -12.554, 1.735)
H (11.966, -13.611, 1.787)
C (18.688, -16.792, -1.806)
C (18.811, -17.157, -3.298)
O (19.016, -15.979, -4.066)
C (20.253, -15.606, -4.329)
O (21.263, -16.121, -3.911)
O (20.194, -14.521, -5.101)
C (21.432, -13.904, -5.474)
H (18.413, -17.681, -1.237)
H (17.936, -16.010, -1.705)
H (19.644, -16.505, -1.365)
H (17.860, -17.588, -3.602)
H (19.534, -17.957, -3.423)
H (21.271, -13.573, -6.498)
H (22.277, -14.589, -5.506)
H (21.632, -13.093, -4.779)
C (18.128, -19.568, -6.401)
C (18.526, -20.982, -6.063)
O (17.373, -21.798, -5.935)
C (16.890, -22.430, -6.989)
O (17.413, -22.593, -8.056)
O (15.718, -22.957, -6.601)
C (14.950, -23.620, -7.584)
H (17.649, -18.980, -5.618)
H (17.512, -19.564, -7.302)
H (18.989, -18.962, -6.703)
H (19.158, -21.059, -5.182)
H (19.221, -21.360, -6.820)
H (14.593, -22.891, -8.318)
H (14.075, -24.067, -7.121)
H (15.491, -24.359, -8.176)
C (17.042, -21.796, 3.004)
C (18.419, -21.925, 3.040)
C (18.961, -23.218, 3.065)
C (18.141, -24.320, 2.955)
C (16.758, -24.187, 2.963)
C (16.219, -22.916, 3.043)
N (18.746, -25.669, 2.856)
O (18.016, -26.613, 3.097)
O (19.907, -25.754, 2.528)
H (16.653, -20.786, 3.021)
H (19.009, -21.020, 3.003)
H (20.039, -23.291, 3.002)
H (16.068, -25.015, 3.035)
H (15.144, -22.793, 3.039)
C (15.126, -17.870, -3.098)
C (15.842, -18.958, -2.640)
C (16.050, -19.102, -1.249)
C (15.736, -18.010, -0.442)
C (15.172, -16.847, -0.974)
C (14.777, -16.814, -2.286)
N (16.047, -18.009, 0.979)
O (16.375, -19.081, 1.491)
O (16.013, -16.966, 1.587)
H (14.862, -17.824, -4.149)
H (16.180, -19.740, -3.303)
H (16.660, -19.921, -0.898)
H (14.943, -15.985, -0.363)
H (14.287, -15.966, -2.735)
C (20.282, -13.459, 1.939)
C (19.060, -14.130, 2.072)
C (18.130, -14.001, 1.058)
C (18.358, -13.250, -0.085)
C (19.583, -12.617, -0.226)
C (20.530, -12.719, 0.799)
N (17.340, -13.056, -1.107)
O (16.244, -13.582, -0.952)
O (17.622, -12.408, -2.099)
H (21.053, -13.489, 2.697)
H (18.888, -14.813, 2.890)
H (17.176, -14.486, 1.223)
H (19.902, -12.098, -1.118)
H (21.457, -12.188, 0.636)
C (17.356, -16.449, 5.112)
C (17.095, -16.103, 6.431)
C (17.017, -17.119, 7.377)
C (17.196, -18.444, 7.014)
C (17.448, -18.787, 5.685)
C (17.509, -17.771, 4.742)
N (17.193, -19.466, 8.067)
O (17.963, -20.388, 7.964)
O (16.434, -19.285, 8.995)
H (17.401, -15.640, 4.392)
H (16.935, -15.086, 6.759)
H (16.904, -16.827, 8.412)
H (17.534, -19.821, 5.379)
H (17.636, -17.996, 3.691)
C (13.792, -21.618, -3.759)
C (14.925, -22.368, -3.512)
C (14.856, -23.748, -3.668)
C (13.675, -24.324, -4.090)
C (12.537, -23.577, -4.381)
C (12.641, -22.195, -4.293)
N (13.668, -25.782, -4.268)
O (14.689, -26.420, -4.203)
O (12.568, -26.286, -4.420)
H (13.844, -20.542, -3.637)
H (15.875, -21.972, -3.177)
H (15.747, -24.315, -3.441)
H (11.614, -24.083, -4.617)
H (11.797, -21.616, -4.641)
C (14.727, -13.933, 3.107)
C (15.014, -13.207, 1.960)
C (15.672, -11.999, 2.082)
C (16.069, -11.541, 3.326)
C (15.788, -12.276, 4.479)
C (15.152, -13.502, 4.374)
N (16.653, -10.203, 3.387)
O (16.556, -9.489, 2.415)
O (17.227, -9.889, 4.404)
H (14.336, -14.922, 2.892)
H (14.695, -13.639, 1.021)
H (15.950, -11.462, 1.186)
H (16.116, -11.822, 5.406)
H (14.942, -14.090, 5.256)
C (18.896, -23.879, -3.862)
O (19.831, -22.883, -3.377)
P (19.289, -21.742, -2.409)
O (18.113, -21.023, -2.910)
O (19.162, -22.394, -0.967)
C (17.872, -22.762, -0.468)
O (20.612, -20.845, -2.193)
C (21.248, -20.162, -3.262)
H (17.849, -23.607, -3.744)
H (19.153, -24.822, -3.387)
H (19.099, -23.943, -4.930)
H (17.013, -22.560, -1.112)
H (17.753, -22.102, 0.396)
H (17.795, -23.799, -0.147)
H (21.300, -19.095, -3.024)
H (20.767, -20.278, -4.230)
H (22.302, -20.445, -3.277)
C (7.973, -17.943, -5.775)
O (7.852, -16.915, -4.804)
P (8.958, -15.765, -4.733)
O (9.275, -14.994, -5.942)
O (10.211, -16.563, -4.129)
C (11.260, -15.830, -3.513)
O (8.455, -14.854, -3.524)
C (8.195, -15.405, -2.228)
H (8.786, -17.745, -6.475)
H (7.061, -17.989, -6.375)
H (8.046, -18.948, -5.361)
H (11.166, -14.757, -3.686)
H (12.267, -16.068, -3.860)
H (11.267, -16.034, -2.442)
H (8.777, -14.849, -1.495)
H (8.410, -16.471, -2.177)
H (7.139, -15.231, -2.025)

Its HOMO energy is -10.21 eV. Its total charge is 0. The LUMO energy comes out at -1.23 eV. As for the energy: -154470.69115 eV. The calculation puts the strongest force on any atom at 0.037 hartree/bohr. For the relative energy (zero: lowest compared OMol25 entry of this formula, charge and spin), the calculation gives 0.0 kJ/mol. For the HOMO-LUMO gap, the calculation gives 8.98 eV. The SMILES is O=[N+]([O-])c1ccccc1.O=[N+]([O-])c1ccccc1.O=[N+]([O-])c1ccccc1.O=[N+]([O-])c1ccccc1.O=[N+]([O-])c1ccccc1.O=[N+]([O-])c1ccccc1.COP(=O)(OC)OC.COP(=O)(OC)OC.CCOC(=O)OC.CCOC(=O)OC.CCOC(=O)OC.CCOC(=O)OC.

These are the Löwdin partial charges, in e, on atoms 1 to 8: -0.05 -0.21 0.04 -0.63 0.13 0.00 -0.01 0.05


Below is a cluster of 11 separate species, C58H86N13O3PS2 in total at a distorted geometry, with properties calculated with wB97M-V/def2-TZVPD.

Element x y z (Å)
C (6.334, -5.458, 1.451)
C (4.822, -5.388, 0.833)
C (4.102, -4.072, 1.411)
N (3.658, -3.099, 0.374)
P (4.925, -1.832, 0.061)
C (4.138, -1.600, -1.644)
C (2.713, -0.858, -1.638)
C (1.445, -1.830, -1.800)
S (0.345, -1.537, -0.337)
C (-1.324, -2.274, -0.581)
S (-1.508, -3.703, -1.452)
N (-2.458, -1.544, 0.062)
C (-2.983, -0.466, -0.838)
C (-2.408, 0.960, -0.297)
C (-3.524, -2.488, 0.534)
C (-4.253, -1.761, 1.805)
C (4.454, -0.932, 1.660)
C (4.857, 0.610, 1.734)
C (6.140, 1.077, 2.607)
N (4.196, 1.601, 1.157)
C (6.403, -0.681, -0.316)
C (7.378, -1.275, -1.463)
O (7.638, -2.478, -1.609)
O (8.026, -0.322, -2.349)
C (7.083, 0.144, -3.343)
C (6.256, 1.507, -3.183)
O (6.942, -0.527, -4.386)
H (6.723, -4.440, 1.782)
H (6.362, -6.140, 2.369)
H (7.087, -5.847, 0.668)
H (4.330, -6.371, 1.176)
H (4.964, -5.386, -0.301)
H (4.779, -3.641, 2.222)
H (3.148, -4.434, 1.951)
H (2.751, -2.666, 0.594)
H (5.887, -2.913, 0.192)
H (4.794, -1.071, -2.412)
H (3.961, -2.661, -2.063)
H (2.595, -0.310, -0.645)
H (2.685, -0.092, -2.491)
H (0.868, -1.455, -2.727)
H (1.697, -2.921, -2.007)
H (-2.466, -0.618, -1.858)
H (-4.117, -0.480, -0.914)
H (-1.646, 1.416, -1.036)
H (-1.814, 0.815, 0.679)
H (-3.245, 1.711, -0.081)
H (-2.992, -3.398, 0.981)
H (-4.272, -2.748, -0.288)
H (-3.449, -1.331, 2.512)
H (-4.851, -0.850, 1.444)
H (-4.894, -2.504, 2.391)
H (4.921, -1.467, 2.570)
H (3.317, -0.978, 1.854)
H (5.797, 1.419, 3.646)
H (6.885, 0.207, 2.694)
H (6.618, 1.943, 2.036)
H (3.387, 1.187, 0.663)
H (6.065, 0.340, -0.737)
H (7.093, -0.553, 0.601)
H (5.967, 1.927, -4.202)
H (5.288, 1.237, -2.634)
H (6.782, 2.298, -2.559)
N (-0.966, -0.444, 3.578)
C (-0.386, 0.790, 3.705)
C (-0.612, 1.232, 4.987)
C (-1.349, 0.223, 5.655)
C (-1.547, -0.799, 4.760)
H (-0.963, -1.006, 2.741)
H (0.132, 1.247, 2.876)
H (-0.284, 2.176, 5.397)
H (-1.697, 0.244, 6.677)
H (-2.055, -1.746, 4.862)
N (-5.114, -0.118, 5.738)
C (-4.564, 0.565, 4.686)
C (-5.272, 1.731, 4.523)
C (-6.284, 1.754, 5.516)
C (-6.160, 0.603, 6.253)
H (-4.798, -1.010, 6.081)
H (-3.721, 0.164, 4.147)
H (-5.083, 2.484, 3.772)
H (-7.019, 2.529, 5.674)
H (-6.725, 0.234, 7.096)
N (-4.180, -3.417, -3.418)
C (-5.206, -4.315, -3.299)
C (-6.126, -4.041, -4.282)
C (-5.634, -2.940, -5.025)
C (-4.431, -2.578, -4.471)
H (-3.365, -3.379, -2.822)
H (-5.194, -5.069, -2.527)
H (-7.050, -4.575, -4.449)
H (-6.108, -2.465, -5.872)
H (-3.733, -1.797, -4.733)
N (9.833, 4.870, 3.616)
C (8.465, 4.917, 3.665)
C (7.995, 4.929, 2.375)
C (9.121, 4.882, 1.515)
C (10.241, 4.844, 2.310)
H (10.443, 4.857, 4.417)
H (7.946, 4.939, 4.611)
H (6.956, 4.967, 2.082)
H (9.113, 4.877, 0.435)
H (11.290, 4.801, 2.058)
N (9.582, 2.387, -4.117)
C (10.375, 3.501, -4.054)
C (10.283, 4.156, -5.257)
C (9.397, 3.413, -6.076)
C (8.978, 2.328, -5.346)
H (9.461, 1.715, -3.376)
H (10.937, 3.730, -3.161)
H (10.796, 5.070, -5.519)
H (9.098, 3.646, -7.087)
H (8.304, 1.522, -5.593)
N (-8.081, -1.371, 2.800)
C (-9.102, -2.277, 2.905)
C (-10.010, -2.010, 1.910)
C (-9.517, -0.905, 1.173)
C (-8.324, -0.534, 1.743)
H (-7.277, -1.327, 3.404)
H (-9.095, -3.031, 3.677)
H (-10.928, -2.551, 1.731)
H (-9.983, -0.434, 0.320)
H (-7.629, 0.252, 1.490)
N (-3.367, 4.673, 4.804)
C (-2.817, 5.356, 3.752)
C (-3.524, 6.523, 3.589)
C (-4.534, 6.546, 4.582)
C (-4.411, 5.393, 5.318)
H (-3.052, 3.779, 5.146)
H (-1.974, 4.954, 3.212)
H (-3.334, 7.276, 2.838)
H (-5.269, 7.321, 4.741)
H (-4.975, 5.024, 6.161)
N (-13.156, -2.638, -0.329)
C (-12.604, -1.955, -1.381)
C (-13.311, -0.789, -1.546)
C (-14.322, -0.764, -0.554)
C (-14.201, -1.915, 0.184)
H (-12.842, -3.530, 0.014)
H (-11.760, -2.358, -1.920)
H (-13.120, -0.037, -2.297)
H (-15.057, 0.012, -0.397)
H (-14.766, -2.283, 1.026)
N (-0.693, 4.224, -3.850)
C (-0.230, 5.286, -3.120)
C (0.591, 4.796, -2.134)
C (0.629, 3.387, -2.278)
C (-0.170, 3.063, -3.347)
H (-1.320, 4.287, -4.635)
H (-0.525, 6.295, -3.363)
H (1.108, 5.386, -1.392)
H (1.181, 2.687, -1.668)
H (-0.413, 2.110, -3.791)
N (2.158, -3.573, -4.929)
C (0.790, -3.536, -4.880)
C (0.321, -3.520, -6.171)
C (1.447, -3.554, -7.030)
C (2.567, -3.589, -6.236)
H (2.769, -3.588, -4.128)
H (0.269, -3.523, -3.934)
H (-0.718, -3.488, -6.464)
H (1.440, -3.553, -8.110)
H (3.616, -3.624, -6.487)

Its HOMO energy is -8.14 eV. Its total charge is 0. The LUMO energy comes out at -1.14 eV. As for the energy: -118005.07047 eV. The calculation puts the strongest force on any atom at 0.088 hartree/bohr. For the HOMO-LUMO gap, the calculation gives 7.00 eV. The SMILES is [H]/N=C(/C)C[PH](CCCSC(=S)N(CC)CC)(CC(=O)OC(C)=O)NCCC.c1cc[nH]c1.c1cc[nH]c1.c1cc[nH]c1.c1cc[nH]c1.c1cc[nH]c1.c1cc[nH]c1.c1cc[nH]c1.c1cc[nH]c1.c1cc[nH]c1.c1cc[nH]c1.

These are the Löwdin partial charges, in e, on atoms 1 to 8: -0.15 -0.22 -0.31 -0.25 0.83 -0.25 -0.27 -0.48


- What is the formula in the first record?
  C58H80N6O32P2